(1)
This record from OMol25 describes C31H41Cl3N6OPPdS as an isolated structure. The level of theory is ωB97M-V/def2-TZVPD.

Values from the calculation:
Total charge ... +1
Multiplicity ... 1
Energy ... -104967.7603 eV
ΔE to the lowest compared entry with this formula, charge and spin ... 0.2214 eV
Lowest unoccupied orbital energy ... -3.514 eV

XYZ file:
```
85
Properties=species:S:1:pos:R:3:lowdin_charge:R:1
Pd 0.450 -1.745 0.331 0.811
Cl 1.874 -4.436 4.810 0.652
Cl 2.150 -6.574 2.858 0.646
Cl -0.490 -5.783 3.785 0.669
S 4.929 -1.445 -0.214 1.142
P -0.157 0.313 -0.484 1.066
O -1.195 -2.846 -0.046 -0.207
N 0.984 -3.488 1.486 0.163
N 2.433 -1.232 0.424 -0.067
N -3.233 -3.264 -0.917 0.190
N -5.562 -2.900 1.646 0.153
N 2.884 -2.789 -1.284 0.124
N -1.369 -2.223 3.320 0.166
C -2.111 -2.482 2.473 -0.227
C -3.009 -2.774 1.419 -0.206
C 1.227 1.022 -1.459 -0.414
C -2.158 3.056 1.569 -0.189
C -0.952 0.695 2.196 -0.249
C -4.411 -2.846 1.606 -0.224
C 5.357 0.425 1.849 -0.070
C -2.457 -2.954 0.146 -0.526
C 3.132 -0.399 1.312 -0.296
C -1.689 0.485 -1.464 -0.400
C -0.865 2.824 0.791 -0.170
C 4.806 1.152 2.888 -0.064
C -1.949 2.856 3.073 -0.173
C -1.649 -0.268 -2.808 -0.184
C 3.441 1.074 3.162 -0.050
C 1.138 -5.237 3.419 -1.622
C -1.022 1.661 3.373 -0.168
C 3.337 2.103 -2.842 -0.186
C -3.062 -0.420 -3.398 -0.183
C 2.597 0.298 2.387 -0.021
C -2.984 0.154 -0.719 -0.183
C 3.105 0.597 -3.057 -0.175
C 2.028 2.867 -3.008 -0.180
C 3.256 -1.871 -0.378 -0.695
C 4.506 -0.353 1.078 -0.451
C 1.022 2.486 -1.907 -0.177
C 1.680 0.185 -2.660 -0.207
C -3.936 0.764 -2.999 -0.189
C -0.280 1.395 1.003 -0.394
C 1.062 -4.252 2.330 -0.318
C -4.182 0.744 -1.483 -0.161
H -0.410 -0.209 2.474 0.045
H 5.446 1.767 3.507 0.114
H -4.181 -3.569 -0.759 0.113
H 1.940 -3.143 -1.282 0.090
H 3.271 0.337 -4.104 0.117
H -2.768 -3.581 -1.750 0.120
H 3.580 -3.304 -1.795 0.115
H 1.551 0.208 2.633 0.087
H -0.121 3.539 1.152 0.124
H 1.150 3.145 -1.047 0.110
H -2.917 2.707 3.552 0.113
H 3.034 1.618 4.004 0.114
H -1.024 0.282 -3.512 0.099
H -3.089 -0.925 -0.650 0.077
H 4.088 2.471 -3.540 0.114
H -1.526 3.765 3.507 0.111
H -5.062 0.139 -1.261 0.118
H 1.607 2.644 -3.992 0.118
H -1.359 1.130 4.263 0.117
H -2.977 0.528 0.299 0.081
H -1.010 3.061 -0.262 0.085
H 1.004 0.368 -3.495 0.100
H -3.440 1.693 -3.297 0.114
H -4.396 1.753 -1.123 0.111
H 3.834 0.028 -2.474 0.074
H 1.630 -0.885 -2.455 0.078
H 0.780 1.516 1.254 0.084
H -2.991 -0.509 -4.483 0.114
H -0.008 2.018 3.588 0.109
H -2.523 4.064 1.370 0.118
H 0.009 2.643 -2.281 0.103
H 2.042 1.010 -0.725 0.098
H -1.704 1.562 -1.667 0.103
H 3.735 2.287 -1.840 0.114
H 6.420 0.450 1.651 0.118
H 2.197 3.944 -2.985 0.116
H -3.524 -1.341 -3.033 0.101
H -2.937 2.382 1.211 0.095
H -4.886 0.744 -3.533 0.114
H -1.954 0.341 1.945 0.097
H -1.189 -1.253 -2.671 0.104
```



(2)
This record from OMol25 describes C5H8ClN3O as an isolated structure. The level of theory is ωB97M-V/def2-TZVPD.

Values from the calculation:
Total charge ... 0
Expectation value of S² ... 2.030
Multiplicity ... 3
Energy ... -24346.2236 eV
ΔE to the lowest compared entry with this formula, charge and spin ... 1.9948 eV
Lowest unoccupied orbital energy (spin up / spin down) ... 0.707 / -2.264 eV

XYZ file:
```
18
Properties=species:S:1:pos:R:3:lowdin_spin:R:1
Cl -0.423 -3.056 0.457 0.235
O -2.344 1.470 1.606 0.095
N -2.228 -1.209 1.924 0.138
N -1.732 0.679 0.600 0.057
N -0.674 -1.611 -0.287 0.599
C -1.751 -0.553 0.995 0.396
C -0.708 1.386 -0.336 0.056
C 0.373 0.500 -0.700 0.289
C 1.645 -1.641 -0.969 -0.003
C 0.431 -0.825 -0.620 0.058
H 2.398 -0.906 -1.277 0.001
H 1.377 0.968 -0.855 0.014
H -0.378 2.351 -0.021 0.004
H 1.905 -2.187 -0.064 -0.002
H -1.264 1.632 -1.247 0.021
H -2.114 -2.243 1.845 0.034
H 1.496 -2.263 -1.814 -0.001
H -2.737 0.851 2.179 0.009
```



(3)
This record from OMol25 describes C15H42NbO8P2 as an isolated structure. The level of theory is ωB97M-V/def2-TZVPD.

Values from the calculation:
Total charge ... -1
Multiplicity ... 1
Energy ... -52744.6115 eV
Lowest unoccupied orbital energy ... 1.970 eV

XYZ file:
```
68
Properties=species:S:1:pos:R:3:lowdin_charge:R:1
Nb -3.214 -3.410 -3.367 0.901
P 2.882 -0.069 3.278 0.325
P 3.075 5.716 0.491 0.317
O 1.376 -0.462 3.444 -0.196
O 2.980 4.218 0.937 -0.214
O 1.990 6.289 1.486 -0.207
O 4.385 6.370 0.502 -0.232
O 2.400 5.766 -0.947 -0.216
O 3.535 -1.353 3.917 -0.200
O 3.343 0.296 1.938 -0.226
O 3.106 1.098 4.340 -0.218
C 3.798 2.299 3.961 -0.080
C 3.784 3.244 0.231 -0.060
C -7.466 -5.692 -1.423 -0.137
C -0.351 -2.284 -0.057 -0.089
C 3.029 6.468 -2.028 -0.090
C 1.663 7.680 1.379 -0.089
C -5.739 -3.846 -1.137 -0.369
C 0.044 -0.038 -1.057 -0.086
C -4.324 -3.371 -1.424 -0.406
C -0.328 -2.013 -2.587 -0.346
C 4.963 -1.376 4.039 -0.087
C -1.002 -3.359 -2.863 -0.413
C -6.022 -5.267 -1.611 -0.323
C 0.415 0.538 3.049 -0.072
C -0.676 -1.382 -1.242 -0.462
H -5.738 -5.325 -2.665 0.060
H -0.629 -1.300 -3.359 0.069
H 3.279 7.487 -1.740 0.083
H -8.119 -5.167 -2.122 0.066
H -3.040 -1.666 -3.995 -0.129
H 2.569 8.284 1.315 0.086
H 0.772 -2.083 -2.641 0.100
H -7.825 -5.468 -0.414 0.061
H 3.939 5.958 -2.338 0.088
H -3.196 -3.786 -5.154 -0.159
H 0.351 1.305 3.820 0.087
H 0.717 -2.520 -0.048 0.084
H 4.758 2.069 3.500 0.088
H 0.692 0.985 2.094 0.081
H -7.598 -6.763 -1.588 0.058
H -1.756 -1.196 -1.231 0.112
H 5.433 -1.056 3.109 0.087
H 5.278 -0.734 4.862 0.087
H -0.576 -1.741 0.865 0.061
H -0.934 -3.204 -0.047 0.059
H -3.064 -5.247 -3.518 -0.123
H 0.897 -0.165 -0.385 0.059
H 0.417 0.356 -2.003 0.067
H 5.233 -2.406 4.250 0.088
H 3.949 2.855 4.882 0.088
H 1.034 7.849 0.505 0.088
H -5.354 -5.949 -1.073 0.103
H 1.115 7.936 2.280 0.086
H -0.543 0.041 2.939 0.088
H -0.618 0.710 -0.615 0.068
H 3.341 3.024 -0.739 0.094
H -3.640 -3.827 -0.691 0.033
H -0.777 -4.059 -2.048 0.012
H -6.443 -3.155 -1.612 0.091
H 3.782 2.345 0.839 0.054
H -4.261 -2.278 -1.264 0.030
H 3.203 2.887 3.264 0.077
H -0.545 -3.807 -3.756 0.016
H -5.968 -3.820 -0.060 0.091
H 4.802 3.611 0.104 0.089
H -4.981 -3.417 -3.948 -0.142
H 2.305 6.468 -2.838 0.088
```



(4)
This record from OMol25 describes C23H30BrF4N6O4SiV as an isolated structure. The level of theory is ωB97M-V/def2-TZVPD.

Values from the calculation:
Total charge ... +1
Expectation value of S² ... 0.770
Multiplicity ... 2
Energy ... -155945.2099 eV
ΔE to the lowest compared entry with this formula, charge and spin ... 1.1106 eV
Lowest unoccupied orbital energy (spin up / spin down) ... -3.776 / -3.074 eV

XYZ file:
```
70
Properties=species:S:1:pos:R:3:lowdin_spin:R:1
Br 0.703 -3.955 -5.886 0.000
V -0.060 0.150 0.185 1.076
Si 3.187 -0.208 1.069 -0.002
F -0.787 3.368 -2.220 -0.001
F 0.538 2.311 2.177 0.000
F 2.186 4.411 2.186 0.000
F 0.848 5.503 -2.192 0.000
O -0.038 -0.641 -1.581 0.003
O 1.471 -0.199 0.821 -0.026
O -0.154 -1.492 2.971 0.003
O 1.456 0.962 -1.761 0.007
N -2.302 -2.130 -1.052 0.002
N -2.249 -3.372 0.939 0.002
N -1.085 -1.449 0.840 0.005
N -1.031 1.672 -0.030 -0.066
N -2.741 0.808 2.008 0.007
N 2.909 -0.537 -5.346 0.000
C 0.942 -0.036 -2.238 0.005
C -3.116 -4.468 0.554 0.000
C 0.777 4.731 -1.111 0.000
C 2.388 -1.669 -5.806 0.000
C 3.849 -1.314 -0.262 0.000
C -1.629 -3.275 2.245 0.000
C -0.184 2.807 -0.019 -0.004
C -2.727 2.047 2.767 0.000
C 0.593 3.098 1.093 -0.003
C 0.855 -1.847 -3.979 0.000
C -1.881 -2.329 0.196 0.002
C -3.303 0.983 0.683 -0.001
C 1.366 -2.353 -5.156 0.000
C -3.433 -0.234 2.740 0.001
C 3.765 1.539 0.892 0.000
C -2.467 1.892 -0.226 -0.005
C 1.553 5.017 -0.001 -0.003
C -0.843 -1.982 2.128 0.005
C 3.415 -0.884 2.771 -0.002
C 2.420 -0.047 -4.214 0.000
C -0.072 3.641 -1.127 -0.003
C 1.454 4.187 1.095 0.001
C 1.397 -0.663 -3.497 -0.001
H -3.038 -4.671 -0.513 0.000
H -2.862 -2.832 -1.507 0.000
H -3.450 -1.151 2.144 0.000
H -1.734 -1.524 -1.638 0.000
H 3.905 -0.787 -1.216 0.000
H -2.731 1.692 -1.269 -0.002
H 4.855 1.554 0.822 0.000
H 2.797 -2.056 -6.731 0.000
H 2.822 -0.323 3.494 0.000
H -2.911 -0.436 3.676 0.000
H -2.670 2.949 -0.043 -0.001
H -2.249 1.882 3.732 0.000
H -2.151 2.807 2.244 0.000
H 2.850 0.876 -3.848 0.000
H 2.217 5.868 0.005 0.000
H 3.479 2.161 1.740 0.000
H -0.962 -4.117 2.437 0.000
H -3.400 -0.004 0.221 0.000
H -3.739 2.442 2.940 0.000
H 4.854 -1.658 -0.013 0.000
H 3.118 -1.931 2.835 0.000
H -4.322 1.408 0.710 0.000
H 3.226 -2.199 -0.395 0.000
H 0.069 -2.361 -3.445 0.000
H -4.154 -4.264 0.816 0.000
H -2.786 -5.365 1.075 0.000
H -4.476 0.023 2.978 0.000
H 3.370 1.983 -0.024 0.000
H -2.359 -3.199 3.054 0.000
H 4.463 -0.809 3.063 0.000
```



Q: Look up the multiplicity of the second one.
A: 3